Record 1
C6H10N | ωB97M-V/def2-TZVPD

Computed properties:
frontier orbital gap	10.11	eV
energy above the lowest of the compared OMol25 structures with the same formula, charge and spin	196.4	kJ/mol
energy	-289.0082	Eh
SMILES	CC1(C)[N+]2=C[C@]21C
LUMO	-0.2045	Eh
total charge	+1

Each line ends with the natural charge from an NBO analysis.
CARTESIAN COORDINATES (ANGSTROEM)
N  0.224  1.264  -0.877  -0.1364
C  1.009  0.124  0.329  0.3150
C  1.256  1.437  -0.122  0.0827
C  -1.437  0.887  0.945  -0.6233
C  -1.196  -0.786  -0.950  -0.6562
C  -0.563  0.300  -0.137  0.1363
C  1.808  -1.079  0.203  -0.7218
H  -2.376  1.217  0.507  0.2487
H  1.718  -1.613  1.157  0.3003
H  2.857  -0.871  0.002  0.2631
H  -1.659  0.126  1.690  0.2486
H  -1.560  -1.587  -0.311  0.2536
H  -0.961  1.734  1.435  0.2308
H  1.405  -1.760  -0.549  0.2887
H  2.039  2.171  -0.149  0.2710
H  -2.052  -0.370  -1.480  0.2657
H  -0.513  -1.194  -1.692  0.2332

Atoms 1-3, force components in eV/Å:
N 0.001 0.760 -1.249
C -2.103 0.231 -0.927
C 0.016 -0.177 0.794


Record 2
C6H10N | ωB97M-V/def2-TZVPD

Computed properties:
frontier orbital gap	11.19	eV
energy above the lowest of the compared OMol25 structures with the same formula, charge and spin	348.7	kJ/mol
energy	-288.9502	Eh
LUMO	-0.1246	Eh
total charge	+1

Each line ends with the natural charge from an NBO analysis.
CARTESIAN COORDINATES (ANGSTROEM)
N  -0.819  0.664  -0.660  -0.3772
C  0.500  -0.171  -0.425  0.0498
C  -1.261  -0.731  -0.954  -0.2173
C  2.805  0.774  0.335  -0.3293
C  -1.393  1.209  0.712  -0.4098
C  0.040  -1.570  -0.806  -0.4524
C  1.585  0.413  -0.017  0.0783
H  -1.954  2.136  0.860  0.2639
H  3.087  0.904  1.391  0.2520
H  -1.816  -0.745  -2.036  0.2382
H  -0.251  -2.320  0.055  0.2515
H  3.626  1.076  -0.249  0.2547
H  0.146  -2.062  -1.731  0.2606
H  -2.101  0.498  1.127  0.2307
H  -0.518  1.113  1.267  0.2251
H  -2.062  -1.162  -0.335  0.2453
H  -0.776  1.196  -1.465  0.4357

Atoms 1-3, force components in eV/Å:
N 0.231 -3.522 4.201
C 1.862 0.965 -0.042
C -4.985 -2.170 -4.091


Record 3
C6H10N2 | ωB97M-V/def2-TZVPD

Computed properties:
frontier orbital gap	9.87	eV
energy above the lowest of the compared OMol25 structures with the same formula, charge and spin	198.6	kJ/mol
energy	-344.0611	Eh
SMILES	C=C1[C@@H](N)C=C[C@@H]1N
LUMO	0.0377	Eh
total charge	0

Each line ends with the natural charge from an NBO analysis.
CARTESIAN COORDINATES (ANGSTROEM)
N  -2.401  -0.277  0.145  -0.8377
N  1.952  0.187  0.897  -0.8289
C  -0.955  -0.415  0.370  -0.1466
C  -0.352  -1.606  -0.242  -0.1394
C  -0.493  1.982  -0.488  -0.4310
C  0.939  -1.343  -0.614  -0.2104
C  -0.093  0.755  -0.177  0.0752
C  1.252  0.093  -0.441  -0.1438
H  -1.500  2.404  -0.367  0.2112
H  1.491  -2.004  -1.249  0.2144
H  -0.755  -0.487  1.460  0.2000
H  2.643  -0.507  0.830  0.3479
H  -2.920  -1.061  0.583  0.3639
H  -2.695  0.633  0.518  0.3608
H  -0.727  -2.594  -0.343  0.2137
H  2.434  1.066  1.097  0.3587
H  0.377  2.645  -0.717  0.2010
H  1.802  0.528  -1.262  0.1910

Atoms 1-3, force components in eV/Å:
N -0.069 -0.035 -0.005
N -0.371 0.699 -0.577
C -1.028 0.938 0.937


Record 4
C6H10N2 | ωB97M-V/def2-TZVPD

Computed properties:
frontier orbital gap	9.08	eV
energy above the lowest of the compared OMol25 structures with the same formula, charge and spin	522.8	kJ/mol
energy	-343.9376	Eh
LUMO	0.0340	Eh
total charge	0

Each line ends with the natural charge from an NBO analysis.
CARTESIAN COORDINATES (ANGSTROEM)
N  1.422  0.109  0.775  -0.5868
N  -1.729  0.087  -0.252  -0.7010
C  -0.734  -1.074  0.110  -0.0773
C  -0.867  0.857  0.435  -0.0192
C  0.441  -1.172  -0.955  -0.4442
C  0.220  1.441  -0.614  -0.4230
C  0.075  -0.322  1.129  -0.1495
C  1.155  0.182  -0.646  -0.0979
H  -0.088  -1.290  -1.993  0.2482
H  -1.550  -1.945  0.225  0.2243
H  2.213  0.188  -0.910  0.2144
H  -2.795  -0.232  -0.072  0.3851
H  -1.332  1.747  0.948  0.1973
H  -0.264  1.935  -1.455  0.2327
H  0.204  -0.814  2.061  0.2149
H  2.062  -0.566  0.938  0.3447
H  0.888  2.078  0.147  0.2278
H  1.077  -1.940  -0.307  0.2096

Atoms 1-3, force components in eV/Å:
N -4.149 1.040 -0.516
N -3.169 -5.773 -1.856
C -2.452 -1.822 -3.615


Record 5
C6H10N2 | ωB97M-V/def2-TZVPD

Computed properties:
frontier orbital gap (spin up / spin down)	9.04 / 9.04	eV
energy above the lowest of the compared OMol25 structures with the same formula, charge and spin	489.4	kJ/mol
energy	-343.9503	Eh
LUMO (spin up / spin down)	-0.0097 / -0.0096	Eh
total charge	0

Each line ends with the natural charge from an NBO analysis.
CARTESIAN COORDINATES (ANGSTROEM)
N  -0.003  1.312  -0.763  -0.5437
N  3.185  -0.156  0.201  -0.2971
C  -0.293  -1.017  1.275  -0.4153
C  0.645  -0.486  0.192  0.0088
C  -1.633  -1.139  -0.884  -0.6055
C  -0.371  -1.508  -0.140  -0.2292
C  0.506  2.264  0.168  -0.4263
C  2.058  -0.426  0.173  0.2305
H  -1.057  -0.303  1.516  0.2220
H  0.952  3.191  -0.435  0.1888
H  1.295  1.926  0.737  0.1898
H  -2.283  -2.138  -0.781  0.2218
H  -0.293  2.450  0.758  0.1887
H  -1.385  -0.853  -1.976  0.2270
H  0.097  -2.586  -0.218  0.2278
H  0.049  -1.528  2.148  0.2355
H  -2.046  -0.219  -0.382  0.2369
H  0.578  1.217  -1.590  0.3396

Atoms 1-3, force components in eV/Å:
N 0.838 -3.960 1.234
N -0.620 -0.374 -0.066
C 0.242 1.583 -0.704


Record 6
C6H10N2 | ωB97M-V/def2-TZVPD

Computed properties:
frontier orbital gap	10.52	eV
energy above the lowest of the compared OMol25 structures with the same formula, charge and spin	149.4	kJ/mol
energy	-344.0798	Eh
SMILES	[H]/N=C/[C@@H]1C[C@H]1/C(C)=N/[H]
LUMO	0.0361	Eh
total charge	0

Each line ends with the natural charge from an NBO analysis.
CARTESIAN COORDINATES (ANGSTROEM)
N  -1.929  1.188  -1.204  -0.6318
N  2.988  0.209  -0.813  -0.6488
C  0.011  -0.062  -0.645  -0.2615
C  -1.461  0.331  -0.406  0.3305
C  -2.225  -0.327  0.713  -0.6928
C  2.321  0.688  0.138  0.1632
C  0.618  -1.255  0.014  -0.4039
C  0.944  0.123  0.516  -0.3011
H  0.355  0.251  -1.621  0.2540
H  -1.677  -0.278  1.651  0.2212
H  2.664  1.510  0.786  0.1531
H  3.911  0.613  -0.955  0.3496
H  -2.913  1.418  -1.066  0.3313
H  0.575  0.476  1.469  0.2208
H  -2.390  -1.377  0.468  0.2311
H  1.407  -1.762  -0.521  0.2467
H  0.000  -1.892  0.629  0.2163
H  -3.198  0.146  0.847  0.2221

Atoms 1-3, force components in eV/Å:
N -0.073 0.310 -0.617
N 0.075 -0.453 -0.342
C -1.956 0.334 0.360